{
  "formula": "C17H28CeClO3P",
  "method": "ωB97M-V with the def2-TZVPD basis set",
  "charge": 2,
  "gap_ha": 0.225,
  "homo_energy_ha": -0.513,
  "e_above_lowest_ev": 0.123,
  "spin_multiplicity": 1,
  "symbols": ["C", "C", "C", "C", "Cl", "H", "H", "H", "H", "H", "H", "H", "H", "H", "C", "C", "C", "H", "C", "C", "H", "H", "H", "H", "C", "C", "C", "H", "C", "C", "H", "H", "H", "H", "Ce", "C", "O", "P", "O", "C", "O", "C", "H", "H", "H", "H", "H", "H", "H", "H", "H"],
  "coordinates": [[3.807728, -2.467371, -3.602501], [3.430125, -3.753747, -3.009929], [3.224230, -2.054166, -4.882361], [4.885500, -1.675362, -3.002772], [1.502866, -0.916606, -1.712328], [3.790052, -2.445782, -5.746551], [3.212235, -0.959060, -4.977936], [2.192239, -2.418832, -4.984202], [4.047006, -4.586582, -3.392378], [2.382986, -4.002479, -3.233950], [3.552933, -3.740227, -1.917793], [5.880288, -1.967951, -3.383838], [4.911434, -1.800817, -1.911171], [4.761385, -0.605242, -3.221952], [-2.868498, -0.007634, 0.077065], [-2.789768, 0.561055, -1.235169], [-2.187507, -0.405783, -2.105732], [-3.169253, 1.540066, -1.526299], [-1.921913, -1.585434, -1.338473], [-2.336271, -1.338126, 0.005558], [-2.292851, -2.057827, 0.819529], [-3.276401, 0.478490, 0.969360], [-2.003499, -0.284699, -3.172647], [-1.488728, -2.514272, -1.709377], [0.412686, 2.633441, 0.712690], [-0.854091, 2.854696, 0.070661], [-0.641614, 2.790984, -1.339449], [-1.796216, 3.047731, 0.583894], [0.747968, 2.522940, -1.567973], [1.397743, 2.439062, -0.299213], [2.458009, 2.265560, -0.122621], [0.600916, 2.650395, 1.781891], [-1.391438, 2.942185, -2.114703], [1.230671, 2.427603, -2.540145], [-0.327833, 0.346467, -0.386256], [-3.923157, 0.967656, 4.697474], [-2.588243, 0.462253, 4.461751], [-1.791403, 0.711102, 3.073789], [-0.651719, 1.795312, 3.496819], [-0.981183, 3.145404, 3.881378], [-0.796174, -0.580598, 2.840670], [-0.661013, -1.814631, 3.569888], [-4.662256, 0.166019, 4.534940], [-4.188119, 1.808632, 4.033814], [-3.959072, 1.314303, 5.738700], [-1.696241, 3.655105, 3.216687], [-1.325380, 3.184612, 4.919049], [-0.035095, 3.681639, 3.811336], [0.208858, -2.303560, 3.112644], [-0.502983, -1.650590, 4.644218], [-1.529943, -2.455334, 3.383910]],
  "atomic_forces_ev_per_a": [[1.03, -0.72, -0.76], [-0.88, 0.14, 0.76], [-0.96, 0.67, 0.20], [-0.45, 0.78, 0.77], [0.06, -0.06, -0.04], [0.14, -0.10, 0.37], [0.20, -0.31, -0.05], [0.36, -0.08, -0.05], [0.09, 0.37, -0.15], [0.36, -0.01, -0.12], [0.17, -0.05, -0.33], [-0.31, -0.20, -0.16], [0.10, -0.14, -0.32], [0.13, -0.33, -0.12], [-0.38, -0.37, -0.84], [-0.07, -0.67, 0.19], [-0.15, -0.12, 0.67], [0.14, -0.39, 0.11], [-0.33, 0.62, 0.21], [-0.21, 0.47, -0.60], [0.07, 0.24, -0.14], [0.21, -0.34, -0.71], [-0.02, 0.00, 0.33], [-0.11, 0.37, 0.11], [-0.19, 0.35, -0.73], [0.76, 0.04, 0.02], [0.55, -0.09, 0.21], [0.29, -0.05, -0.22], [-0.38, 0.05, 0.50], [-0.75, 0.03, -0.12], [-0.32, 0.00, -0.10], [-0.10, -0.13, -0.28], [0.28, -0.01, 0.27], [-0.20, 0.00, 0.32], [0.49, -0.20, 0.64], [-0.46, 0.01, -0.09], [0.55, -0.32, -0.35], [-0.21, 0.66, 0.37], [-0.07, -0.34, 0.15], [0.32, 0.11, 0.07], [-0.38, 0.79, -0.08], [0.25, -0.33, -0.08], [0.39, 0.26, 0.17], [0.31, -0.28, 0.18], [0.04, -0.19, -0.39], [0.01, -0.46, 0.09], [-0.05, -0.10, -0.23], [-0.11, 0.10, 0.13], [-0.16, 0.09, 0.41], [-0.09, 0.00, -0.42], [0.04, 0.22, 0.24]]
}



{
  "formula": "C17H28ClPZr",
  "method": "ωB97M-V with the def2-TZVPD basis set",
  "charge": 2,
  "gap_ha": [0.209, 0.209],
  "homo_energy_ha": [-0.503, -0.503],
  "e_above_lowest_ev": 0.000,
  "spin_multiplicity": 1,
  "symbols": ["C", "C", "C", "C", "Cl", "H", "H", "H", "H", "H", "H", "H", "H", "H", "C", "C", "C", "H", "C", "C", "H", "H", "H", "H", "C", "C", "C", "H", "C", "C", "H", "H", "H", "H", "Zr", "C", "P", "C", "C", "H", "H", "H", "H", "H", "H", "H", "H", "H"],
  "coordinates": [[4.861581, -2.068447, -1.735141], [4.635268, -3.154749, -0.788221], [4.311808, -2.152458, -3.089520], [5.526412, -0.849563, -1.297668], [1.416873, -0.446379, 0.368086], [5.042953, -2.573489, -3.767515], [4.074361, -1.136050, -3.424862], [3.441233, -2.818046, -3.066083], [5.455597, -3.868853, -0.786027], [3.726180, -3.702774, -1.074300], [4.578585, -2.729036, 0.227484], [6.601663, -0.913121, -1.458758], [5.374173, -0.730765, -0.210974], [5.157032, 0.001150, -1.892225], [-3.016113, -1.005434, 0.213939], [-2.470551, -0.696035, -1.106303], [-1.193362, -1.295818, -1.230672], [-2.974584, -0.207300, -1.932604], [-0.938917, -2.028790, -0.015298], [-2.068722, -1.911867, 0.834533], [-2.161946, -2.411893, 1.817086], [-4.032728, -0.818719, 0.554434], [-0.549993, -1.282486, -2.117961], [-0.059198, -2.604703, 0.169491], [-0.203758, 3.035338, 0.518314], [-1.493468, 2.970102, -0.123952], [-1.311206, 2.236508, -1.351195], [-2.381901, 3.500814, 0.205034], [0.055610, 1.810214, -1.437065], [0.722431, 2.298498, -0.262221], [1.763207, 2.173671, -0.023334], [0.049764, 3.482939, 1.489155], [-2.036735, 2.055975, -2.140420], [0.512615, 1.292284, -2.273805], [-0.809746, 0.472603, 0.395258], [-4.670056, 1.998442, 0.865817], [-3.185380, 1.231010, 1.547418], [-0.489889, 0.501941, 2.549897], [-3.765041, 1.095790, 3.283084], [-4.463866, 2.102261, -0.218616], [-4.804297, 3.005425, 1.300879], [-5.597143, 1.371429, 0.931155], [-0.568539, 1.520526, 2.919119], [-1.014646, -0.263109, 3.120413], [0.587486, 0.267091, 2.535990], [-4.027312, 2.100614, 3.663671], [-4.649748, 0.442746, 3.389747], [-2.955987, 0.702512, 3.924735]],
  "atomic_forces_ev_per_a": [[0.14, -0.14, -0.11], [-0.82, 0.44, 0.34], [-0.75, 0.43, 0.76], [-0.77, 0.39, 0.36], [1.52, -0.73, -0.32], [0.46, -0.23, -0.29], [-0.02, -0.38, -0.25], [0.19, 0.19, -0.37], [0.42, -0.15, -0.15], [0.34, 0.02, 0.30], [-0.04, -0.43, -0.30], [0.37, -0.19, -0.14], [0.19, 0.23, -0.49], [0.32, -0.16, 0.40], [0.85, 0.00, -0.35], [0.34, -0.25, -0.07], [-1.15, -0.53, 0.06], [-0.03, 0.13, 0.38], [-1.84, -0.10, -0.05], [1.03, 0.35, 0.25], [0.00, 0.57, -0.76], [-0.13, -0.43, -0.33], [-0.41, 0.06, 0.50], [0.12, -0.21, 0.17], [-0.16, -0.80, 0.11], [1.28, -0.39, -0.55], [0.52, 0.02, 0.26], [0.17, -0.11, -0.20], [-0.45, 1.04, 0.56], [-0.68, 0.81, -0.65], [-0.01, 0.00, -0.01], [-0.33, -0.13, -0.63], [0.03, 0.17, 0.35], [-0.14, 0.07, 0.24], [-0.92, 0.94, -0.56], [-0.20, -0.65, -1.69], [-0.37, 0.01, 1.05], [0.64, 0.04, 0.54], [0.77, -0.79, 0.30], [-0.28, 0.26, 0.43], [-0.04, -0.49, 0.00], [0.73, 0.64, 0.39], [-0.28, -0.08, 0.63], [0.06, 0.28, 0.36], [-0.50, 0.03, 0.45], [0.02, -0.25, -0.42], [0.23, 0.33, -0.17], [-0.40, 0.16, -0.32]]
}



| no. | calculated total energy (eV) |
| --- | --- |
| 1 | -58951.05915 |
| 2 | -41158.00237 |